Record 1
Here is 9 unconnected molecules or ions with the total composition C31H84N10O15 from the OMol25 dataset. Energies are from wB97M-V/def2-TZVPD.

```
! RIJCOSX wB97M-V def2-TZVPD def2/J DEFGRID3
* xyz 0 1
C -0.357 5.628 -6.376
O -0.942 4.927 -5.298
C -2.298 5.364 -5.128
C -2.727 4.834 -3.760
N -2.751 3.368 -3.779
C -3.244 2.899 -2.512
C -2.930 1.470 -2.407
O -3.671 0.757 -3.377
C -3.523 -0.669 -3.171
H -0.118 6.679 -6.107
H -1.041 5.663 -7.268
H 0.591 5.166 -6.655
H -2.936 4.928 -5.916
H -2.414 6.472 -5.113
H -3.746 5.231 -3.488
H -2.109 5.223 -2.938
H -3.379 3.002 -4.529
H -4.330 3.050 -2.420
H -2.799 3.418 -1.652
H -3.184 0.993 -1.466
H -1.868 1.211 -2.530
H -3.462 -0.923 -2.114
H -2.682 -1.053 -3.690
H -4.442 -1.126 -3.599
C -0.070 1.279 8.057
O -0.629 0.811 6.853
C -1.535 -0.255 7.057
C -1.488 -1.124 5.837
N -0.181 -1.803 5.679
C -0.332 -2.653 4.565
C 1.037 -3.356 4.387
O 2.044 -2.446 4.497
C 2.414 -1.872 3.261
H -0.787 1.955 8.605
H 0.845 1.851 7.784
H 0.266 0.465 8.700
H -2.476 0.175 7.309
H -1.229 -0.925 7.869
H -1.872 -0.511 4.981
H -2.235 -1.892 6.008
H 0.570 -1.175 5.465
H -0.677 -2.027 3.692
H -1.156 -3.349 4.703
H 1.073 -4.009 3.495
H 1.131 -4.006 5.249
H 2.570 -2.639 2.494
H 3.314 -1.391 3.540
H 1.665 -1.114 2.925
C 4.125 -3.290 -0.209
O 3.323 -2.373 -1.011
C 3.503 -0.961 -0.629
C 3.210 -0.218 -1.963
N 4.287 -0.182 -2.884
C 3.977 0.434 -4.184
C 5.215 0.652 -5.027
O 5.751 -0.627 -5.404
C 7.150 -0.693 -5.364
H 3.905 -3.168 0.868
H 5.153 -2.961 -0.386
H 3.899 -4.285 -0.599
H 4.555 -0.796 -0.260
H 2.907 -0.723 0.244
H 2.935 0.809 -1.753
H 2.304 -0.745 -2.305
H 4.887 -0.949 -2.886
H 3.554 1.361 -3.884
H 3.213 -0.128 -4.754
H 5.930 1.259 -4.469
H 4.881 1.170 -5.954
H 7.518 -0.985 -4.363
H 7.624 0.271 -5.708
H 7.482 -1.444 -6.077
C 2.448 2.449 0.610
O 1.736 1.562 1.396
C 0.571 2.012 1.983
C 0.132 1.148 3.180
N -0.930 1.858 3.881
C -0.463 2.950 4.615
C -1.657 3.707 5.157
O -2.333 4.209 4.004
C -2.978 5.429 4.318
H 2.753 3.331 1.177
H 1.766 2.772 -0.209
H 3.364 2.007 0.182
H -0.228 1.995 1.244
H 0.655 3.044 2.302
H 1.003 1.029 3.752
H -0.303 0.150 2.862
H -1.449 1.242 4.509
H -0.021 3.717 3.995
H 0.242 2.707 5.391
H -1.343 4.564 5.761
H -2.279 3.070 5.774
H -3.516 5.675 3.410
H -2.166 6.172 4.473
H -3.620 5.318 5.175
C 0.015 -5.922 1.543
O -0.097 -6.745 2.381
N 0.985 -6.056 0.537
N -0.816 -4.892 1.451
H 1.269 -6.968 0.271
H 1.085 -5.316 -0.178
H -0.800 -4.075 0.860
H -1.244 -4.804 2.343
C -3.614 -2.756 1.356
O -2.636 -2.975 2.079
N -4.046 -3.784 0.673
N -4.186 -1.454 1.372
H -3.404 -4.542 0.814
H -4.364 -3.639 -0.252
H -5.147 -1.255 1.220
H -3.721 -0.906 2.077
C 0.012 1.387 -4.290
O 0.269 0.199 -4.083
N 0.444 2.341 -3.474
N -0.720 1.853 -5.331
H 0.850 2.001 -2.607
H -0.007 3.221 -3.394
H -1.126 2.774 -5.309
H -1.198 1.088 -5.852
C -0.429 -4.177 -2.994
C -1.908 -4.464 -3.347
O -2.836 -3.822 -2.466
O -0.332 -2.814 -2.770
H 0.203 -4.629 -3.731
H -0.255 -4.732 -2.090
H -2.154 -5.541 -3.359
H -2.051 -4.047 -4.330
H -2.381 -3.051 -2.082
H 0.239 -2.551 -2.019
C -0.626 -0.336 -0.527
C 0.006 -1.229 0.525
O 0.507 -2.447 -0.058
O 0.376 0.198 -1.313
H -1.161 0.450 -0.010
H -1.317 -0.897 -1.171
H -0.720 -1.589 1.207
H 0.761 -0.692 1.052
H 1.454 -2.306 -0.207
H 0.244 -0.143 -2.226
*
```

orbital gap = 8.556 eV
relative energy (zero: lowest compared OMol25 entry of this formula, charge and spin) = 11.69 kcal per mole
energy = -79118.3892 eV
SMILES = COCCNCCOC.COCCNCCOC.COCCNCCOC.COCCNCCOC.NC(N)=O.NC(N)=O.NC(N)=O.OCCO.OCCO

Record 2
Here is a molecular structure, C42H58N7ScSi from the OMol25 dataset. Energies are from wB97M-V/def2-TZVPD.

```
! RIJCOSX wB97M-V def2-TZVPD def2/J DEFGRID3
* xyz 2 1
Sc 0.086 -0.152 0.131
C 2.210 0.003 0.394
Si 3.189 -1.415 1.003
C 2.315 -2.773 0.050
N 0.824 -2.662 0.108
C 0.203 -3.457 -1.014
C -0.444 -4.768 -0.573
C 0.476 -5.502 0.391
C 0.669 -4.669 1.668
C 0.382 -3.181 1.434
C 3.124 -1.563 2.851
C 3.234 -2.792 3.509
C 3.274 -2.868 4.895
C 3.216 -1.705 5.652
C 3.124 -0.472 5.022
C 3.081 -0.403 3.635
C 4.949 -1.360 0.442
C 5.260 -1.218 -0.916
C 6.575 -1.198 -1.354
C 7.609 -1.320 -0.432
C 7.325 -1.460 0.917
C 6.004 -1.481 1.350
H 2.547 0.129 -0.646
H 2.472 0.941 0.900
H 2.645 -3.785 0.313
H 2.630 -2.621 -0.987
H 1.006 -3.697 -1.710
H -0.503 -2.850 -1.574
H -0.649 -5.366 -1.462
H -1.411 -4.593 -0.086
H 1.436 -5.664 -0.104
H 0.085 -6.489 0.632
H 1.672 -4.813 2.065
H -0.011 -5.008 2.453
H 0.863 -2.583 2.210
H -0.686 -3.009 1.527
H 3.315 -3.710 2.935
H 3.365 -3.830 5.383
H 3.256 -1.761 6.733
H 3.097 0.435 5.612
H 3.026 0.574 3.165
H 4.467 -1.118 -1.655
H 6.798 -1.091 -2.408
H 8.637 -1.306 -0.771
H 8.131 -1.555 1.633
H 5.798 -1.590 2.409
C 2.587 6.164 0.228
C 1.646 6.035 -0.984
C 0.476 7.011 -0.823
C 2.416 6.384 -2.263
C 1.157 4.595 -1.009
C 1.879 3.584 -1.640
C 1.463 2.277 -1.544
N 0.357 1.901 -0.885
C -0.385 2.875 -0.326
C -0.010 4.201 -0.353
C -1.637 2.447 0.354
C -2.776 3.231 0.319
C -3.938 2.822 0.970
C -3.866 1.607 1.654
C -2.709 0.867 1.623
N -1.604 1.254 0.971
C -5.231 3.622 0.899
C -6.043 3.479 2.192
C -6.041 3.049 -0.277
C -4.949 5.106 0.651
H 2.886 7.207 0.346
H 3.490 5.565 0.094
H 2.095 5.847 1.150
H 0.834 8.030 -0.968
H 0.038 6.968 0.177
H -0.309 6.827 -1.560
H 2.729 7.427 -2.216
H 1.797 6.260 -3.155
H 3.321 5.788 -2.384
H 2.775 3.795 -2.204
H 2.026 1.496 -2.031
H -0.631 4.927 0.154
H -2.750 4.160 -0.233
H -4.708 1.225 2.214
H -2.645 -0.068 2.163
H -6.388 2.457 2.361
H -6.932 4.105 2.124
H -5.474 3.801 3.067
H -6.319 2.007 -0.096
H -5.478 3.100 -1.212
H -6.959 3.626 -0.403
H -4.225 5.508 1.364
H -5.874 5.670 0.766
H -4.585 5.295 -0.361
C -6.069 -2.601 0.461
C -5.941 -2.383 -1.043
C -6.142 -0.916 -1.416
C -4.640 -2.925 -1.624
N -3.442 -2.244 -1.060
C -2.871 -2.338 0.141
N -1.841 -1.526 0.166
N -1.806 -0.958 -1.051
N -2.734 -1.396 -1.811
H -7.086 -2.380 0.783
H -5.415 -1.929 1.027
H -5.854 -3.633 0.754
H -6.712 -2.981 -1.538
H -5.345 -0.290 -0.998
H -7.087 -0.545 -1.018
H -6.152 -0.769 -2.497
H -4.581 -2.731 -2.692
H -4.512 -3.993 -1.459
H -3.226 -2.965 0.943
*
```

orbital gap = 7.208 eV
energy = -83494.2682 eV

Record 3
Here is a molecular structure, C20H28BN6OSY from the OMol25 dataset. Energies are from wB97M-V/def2-TZVPD.

```
! RIJCOSX wB97M-V def2-TZVPD def2/J DEFGRID3
* xyz 2 1
Y -0.296 0.283 -0.473
C 0.494 1.716 1.985
C 0.649 0.607 2.813
C 1.800 -0.166 2.726
C 2.783 0.145 1.794
C 2.618 1.224 0.932
C 1.481 2.024 1.045
H -0.378 2.348 2.089
H -0.110 0.378 3.549
H 1.944 -1.000 3.401
H 3.689 -0.445 1.749
H 3.399 1.483 0.229
H 1.384 2.907 0.432
B -3.140 -0.255 -0.776
N -3.221 1.230 -0.384
C -4.229 2.089 -0.237
C -3.714 3.307 0.181
C -2.346 3.092 0.269
N -2.046 1.833 -0.079
N -2.806 -1.130 0.444
C -3.541 -1.979 1.165
C -2.742 -2.523 2.157
C -1.500 -1.935 1.967
N -1.539 -1.086 0.932
H -4.100 -0.639 -1.362
H -2.157 -0.332 -1.534
H -5.242 1.786 -0.444
H -4.258 4.210 0.392
H -1.577 3.784 0.574
H -4.576 -2.149 0.920
H -3.023 -3.243 2.904
H -0.586 -2.090 2.517
S 0.149 0.308 -3.243
C 0.256 1.978 -3.122
N 0.276 2.757 -4.244
C 0.342 4.101 -4.202
C 0.393 4.722 -2.986
C 0.372 3.896 -1.860
N 0.315 2.576 -1.913
H 0.223 2.281 -5.138
H 0.347 4.615 -5.153
H 0.447 5.795 -2.902
H 0.405 4.341 -0.872
C -1.236 -2.918 -2.170
C 0.263 -2.803 -2.050
O 0.664 -1.868 -0.999
C 2.008 -2.162 -0.541
C 3.073 -1.594 -1.451
H -1.456 -3.763 -2.823
H -1.695 -2.040 -2.621
H -1.695 -3.117 -1.202
H 0.721 -2.485 -2.989
H 0.684 -3.771 -1.776
H 2.103 -3.244 -0.436
H 2.071 -1.737 0.460
H 3.024 -2.019 -2.453
H 4.058 -1.829 -1.047
H 2.986 -0.507 -1.533
*
```

orbital gap = 8.058 eV
energy = -44727.7643 eV